10 unconnected molecules or ions with the total composition C90H190N10O10 in a non-equilibrium geometry, computed with ωB97M-V/def2-TZVPD.

Each atom is followed by the atoms it is bonded to, with distances in Å.
Positions of all 300 atoms, in Å:
1 C 1.771 -2.547 -5.025  C2 1.561, H12 1.116, H13 1.136, H14 1.056
2 C 1.445 -4.050 -5.294  C1 1.561, C3 1.536, C4 1.565, N10 1.486
3 C 0.065 -4.084 -5.968  C2 1.536, H15 1.093, H16 1.091, H17 1.069
4 C 2.480 -4.710 -6.266  C2 1.565, C5 1.549, H18 1.076, H19 1.087
5 C 3.828 -4.946 -5.539  C4 1.549, C6 1.573, H20 1.093, H21 1.083
6 C 3.522 -5.763 -4.230  C5 1.573, C7 1.595, H22 1.098, H23 1.126
7 C 2.467 -5.093 -3.239  C6 1.595, C8 1.524, C9 1.557, N10 1.435
8 C 2.045 -6.047 -2.128  C7 1.524, H24 1.107, H25 1.066, H26 1.147
9 C 3.021 -3.825 -2.526  C7 1.557, H27 1.076, H28 1.057, H29 1.083
10 N 1.313 -4.868 -4.061  C2 1.486, C7 1.435, O11 1.455
11 O 0.289 -4.328 -3.178  N10 1.455, H30 0.957
12 H 2.852 -2.365 -4.820  C1 1.116
13 H 1.447 -1.970 -5.948  C1 1.136
14 H 1.184 -2.206 -4.217  C1 1.056
15 H 0.207 -3.535 -6.902  C3 1.093
16 H -0.261 -5.087 -6.244  C3 1.091
17 H -0.817 -3.786 -5.444  C3 1.069
18 H 2.148 -5.695 -6.546  C4 1.076
19 H 2.741 -4.147 -7.160  C4 1.087
20 H 4.479 -5.521 -6.203  C5 1.093
21 H 4.330 -4.021 -5.284  C5 1.083
22 H 4.373 -6.053 -3.601  C6 1.098
23 H 3.072 -6.681 -4.703  C6 1.126
24 H 1.447 -5.489 -1.383  C8 1.107
25 H 2.933 -6.493 -1.742  C8 1.066
26 H 1.326 -6.854 -2.513  C8 1.147
27 H 3.816 -3.346 -3.071  C9 1.076
28 H 3.425 -4.058 -1.578  C9 1.057
29 H 2.153 -3.183 -2.441  C9 1.083
30 H -0.508 -4.820 -3.378  O11 0.957
31 C -1.748 -3.614 5.971  C32 1.538, H42 1.072, H43 1.123, H44 1.066
32 C -1.216 -2.981 4.675  C31 1.538, C33 1.561, C34 1.493, N40 1.464
33 C -0.090 -1.967 5.051  C32 1.561, H45 1.141, H46 1.078, H47 1.090
34 C -0.526 -4.002 3.832  C32 1.493, C35 1.553, H48 1.088, H49 1.084
35 C -1.539 -5.079 3.358  C34 1.553, C36 1.554, H50 1.096, H51 1.098
36 C -2.628 -4.335 2.536  C35 1.554, C37 1.530, H52 1.098, H53 1.059
37 C -3.329 -3.242 3.344  C36 1.530, C38 1.508, C39 1.553, N40 1.530
38 C -4.171 -2.416 2.403  C37 1.508, H54 1.121, H55 1.145, H56 1.089
39 C -4.344 -3.790 4.384  C37 1.553, H57 1.121, H58 1.092, H59 1.065
40 N -2.278 -2.300 3.934  C32 1.464, C37 1.530, O41 1.454
41 O -2.813 -1.275 4.816  N40 1.454, H60 0.985
42 H -1.022 -3.791 6.739  C31 1.072
43 H -2.399 -2.807 6.401  C31 1.123
44 H -2.341 -4.493 5.858  C31 1.066
45 H -0.523 -1.302 5.870  C33 1.141
46 H 0.705 -2.590 5.425  C33 1.078
47 H 0.289 -1.421 4.187  C33 1.090
48 H -0.191 -3.492 2.931  C34 1.088
49 H 0.317 -4.393 4.390  C34 1.084
50 H -1.088 -5.879 2.758  C35 1.096
51 H -1.942 -5.616 4.227  C35 1.098
52 H -3.391 -5.037 2.176  C36 1.098
53 H -2.054 -3.949 1.734  C36 1.059
54 H -3.430 -1.860 1.771  C38 1.121
55 H -4.807 -1.643 2.958  C38 1.145
56 H -4.773 -3.051 1.755  C38 1.089
57 H -4.577 -2.964 5.105  C39 1.121
58 H -3.865 -4.575 4.975  C39 1.092
59 H -5.229 -4.173 3.933  C39 1.065
60 H -2.746 -0.401 4.368  O41 0.985
61 C -5.814 3.197 1.065  C62 1.514, H72 1.112, H73 1.083, H74 1.086
62 C -5.285 4.342 0.228  C61 1.514, C63 1.558, C64 1.511, N70 1.501
63 C -6.351 5.476 0.298  C62 1.558, H75 1.062, H76 1.081, H77 1.086
64 C -3.953 4.698 0.845  C62 1.511, C65 1.468, H78 1.082, H79 1.111
65 C -3.137 5.626 0.052  C64 1.468, C66 1.519, H80 1.100, H81 1.087
66 C -2.933 4.996 -1.314  C65 1.519, C67 1.628, H82 1.112, H83 1.091
67 C -4.324 4.585 -2.054  C66 1.628, C68 1.582, C69 1.510, N70 1.459
68 C -5.043 5.889 -2.588  C67 1.582, H84 1.068, H85 1.075, H86 1.099
69 C -4.016 3.671 -3.216  C67 1.510, H87 1.109, H88 1.066, H89 1.125
70 N -5.100 3.754 -1.141  C62 1.501, C67 1.459, O71 1.431
71 O -6.397 3.631 -1.732  N70 1.431, H90 0.978
72 H -5.904 3.599 2.098  C61 1.112
73 H -6.814 2.869 0.813  C61 1.083
74 H -5.168 2.325 1.027  C61 1.086
75 H -5.942 6.370 -0.105  C63 1.062
76 H -7.175 5.209 -0.350  C63 1.081
77 H -6.729 5.478 1.316  C63 1.086
78 H -4.216 5.113 1.809  C64 1.082
79 H -3.451 3.718 0.995  C64 1.111
80 H -3.645 6.599 -0.021  C65 1.100
81 H -2.102 5.718 0.373  C65 1.087
82 H -2.424 4.031 -1.095  C66 1.112
83 H -2.348 5.591 -2.017  C66 1.091
84 H -5.103 6.721 -1.921  C68 1.068
85 H -6.065 5.621 -2.784  C68 1.075
86 H -4.651 6.270 -3.541  C68 1.099
87 H -3.422 4.180 -4.003  C69 1.109
88 H -4.862 3.355 -3.782  C69 1.066
89 H -3.563 2.692 -2.900  C69 1.125
90 H -6.503 2.661 -1.807  O71 0.978
91 C 5.250 0.500 -4.114  C92 1.486, H102 1.087, H103 1.104, H104 1.075
92 C 5.381 0.548 -2.634  C91 1.486, C93 1.503, C94 1.541, N100 1.542
93 C 5.034 -0.782 -2.026  C92 1.503, H105 1.069, H106 1.124, H107 1.053
94 C 6.752 1.083 -2.177  C92 1.541, C95 1.571, H108 1.126, H109 1.136
95 C 6.801 1.460 -0.653  C94 1.571, C96 1.491, H110 1.093, H111 1.104
96 C 5.819 2.576 -0.542  C95 1.491, C97 1.533, H112 1.125, H113 1.092
97 C 4.372 2.207 -0.888  C96 1.533, C98 1.576, C99 1.499, N100 1.474
98 C 3.652 1.293 0.175  C97 1.576, H114 1.092, H115 1.098, H116 1.060
99 C 3.575 3.467 -1.043  C97 1.499, H117 1.077, H118 1.115, H119 1.112
100 N 4.406 1.684 -2.265  C92 1.542, C97 1.474, O101 1.432
101 O 3.073 1.213 -2.496  N100 1.432, H120 0.995
102 H 5.183 1.510 -4.512  C91 1.087
103 H 6.102 -0.076 -4.517  C91 1.104
104 H 4.395 -0.062 -4.444  C91 1.075
105 H 5.614 -1.571 -2.456  C93 1.069
106 H 5.236 -0.857 -0.923  C93 1.124
107 H 4.048 -1.073 -2.254  C93 1.053
108 H 7.576 0.360 -2.434  C94 1.126
109 H 7.027 1.984 -2.811  C94 1.136
110 H 6.617 0.589 -0.018  C95 1.093
111 H 7.792 1.830 -0.339  C95 1.104
112 H 6.082 3.447 -1.205  C96 1.125
113 H 5.730 3.042 0.441  C96 1.092
114 H 2.577 1.465 0.098  C98 1.092
115 H 3.861 1.642 1.195  C98 1.098
116 H 3.969 0.282 0.154  C98 1.060
117 H 3.536 4.025 -0.123  C99 1.077
118 H 2.549 3.301 -1.447  C99 1.115
119 H 4.101 4.032 -1.843  C99 1.112
120 H 2.986 0.330 -2.047  O101 0.995
121 C 0.577 6.645 4.178  C122 1.508, H132 1.117, H133 1.079, H134 1.097
122 C 1.014 5.749 3.045  C121 1.508, C123 1.514, C124 1.526, N130 1.502
123 C -0.218 5.359 2.257  C122 1.514, H135 1.103, H136 1.067, H137 1.117
124 C 2.020 6.529 2.204  C122 1.526, C125 1.560, H138 1.105, H139 1.082
125 C 3.386 6.602 2.953  C124 1.560, C126 1.497, H140 1.096, H141 1.074
126 C 3.919 5.215 3.139  C125 1.497, C127 1.530, H142 1.147, H143 1.096
127 C 3.055 4.434 4.132  C126 1.530, C128 1.515, C129 1.548, N130 1.519
128 C 3.508 2.989 4.090  C127 1.515, H144 1.092, H145 1.115, H146 1.120
129 C 3.162 5.000 5.569  C127 1.548, H147 1.079, H148 1.097, H149 1.108
130 N 1.687 4.477 3.474  C122 1.502, C127 1.519, O131 1.427
131 O 0.756 3.875 4.374  N130 1.427, H150 1.001
132 H 0.191 7.638 3.844  C121 1.117
133 H -0.062 6.220 4.936  C121 1.079
134 H 1.507 6.736 4.752  C121 1.097
135 H 0.002 4.826 1.317  C123 1.103
136 H -0.878 4.770 2.855  C123 1.067
137 H -0.734 6.302 1.950  C123 1.117
138 H 2.176 6.108 1.194  C124 1.105
139 H 1.664 7.535 2.021  C124 1.082
140 H 4.077 7.207 2.354  C125 1.096
141 H 3.265 7.071 3.911  C125 1.074
142 H 4.998 5.209 3.529  C126 1.147
143 H 4.017 4.673 2.192  C126 1.096
144 H 2.956 2.294 4.727  C128 1.092
145 H 4.588 3.012 4.366  C128 1.115
146 H 3.326 2.550 3.075  C128 1.120
147 H 2.322 4.699 6.175  C129 1.079
148 H 3.227 6.094 5.594  C129 1.097
149 H 4.086 4.536 5.969  C129 1.108
150 H 0.922 2.894 4.258  O131 1.001
151 C 6.984 -4.075 2.612  C152 1.590, H162 1.060, H163 1.118, H164 1.086
152 C 6.472 -3.064 1.496  C151 1.590, C153 1.566, C154 1.491, N160 1.498
153 C 7.659 -2.227 0.909  C152 1.566, H165 1.092, H166 1.103, H167 1.052
154 C 5.855 -3.798 0.355  C152 1.491, C155 1.546, H168 1.097, H169 1.143
155 C 4.536 -4.500 0.751  C154 1.546, C156 1.536, H170 1.106, H171 1.052
156 C 3.547 -3.419 1.215  C155 1.536, C157 1.537, H172 1.078, H173 1.096
157 C 4.047 -2.480 2.323  C156 1.537, C158 1.520, C159 1.537, N160 1.548
158 C 3.152 -1.252 2.370  C157 1.520, H174 1.057, H175 1.078, H176 1.091
159 C 4.006 -3.253 3.651  C157 1.537, H177 1.138, H178 1.110, H179 1.108
160 N 5.482 -2.036 1.951  C152 1.498, C157 1.548, O161 1.448
161 O 6.044 -1.173 2.968  N160 1.448, H180 0.994
162 H 7.494 -3.579 3.399  C151 1.060
163 H 6.214 -4.833 2.898  C151 1.118
164 H 7.706 -4.681 2.073  C151 1.086
165 H 8.541 -2.797 0.612  C153 1.092
166 H 7.360 -1.672 0.004  C153 1.103
167 H 7.987 -1.502 1.597  C153 1.052
168 H 5.638 -3.149 -0.503  C154 1.097
169 H 6.618 -4.546 -0.051  C154 1.143
170 H 4.114 -5.109 -0.070  C155 1.106
171 H 4.709 -5.155 1.555  C155 1.052
172 H 2.606 -3.880 1.470  C156 1.078
173 H 3.315 -2.778 0.357  C156 1.096
174 H 3.471 -0.506 3.046  C158 1.057
175 H 2.138 -1.573 2.544  C158 1.078
176 H 3.040 -0.798 1.385  C158 1.091
177 H 4.404 -2.605 4.498  C159 1.138
178 H 4.651 -4.149 3.529  C159 1.110
179 H 2.939 -3.531 3.761  C159 1.108
180 H 6.143 -1.608 3.857  O161 0.994
181 C -1.648 -2.344 -0.903  C182 1.562, H192 1.050, H193 1.119, H194 1.098
182 C -0.825 -1.060 -0.564  C181 1.562, C183 1.509, C184 1.538, N190 1.413
183 C 0.656 -1.346 -0.524  C182 1.509, H195 1.057, H196 1.088, H197 1.108
184 C -1.138 -0.015 -1.649  C182 1.538, C185 1.556, H198 1.063, H199 1.101
185 C -0.523 1.358 -1.252  C184 1.556, C186 1.569, H200 1.046, H201 1.043
186 C -1.263 1.824 0.050  C185 1.569, C187 1.536, H202 1.105, H203 1.084
187 C -0.898 0.856 1.185  C186 1.536, C188 1.513, C189 1.464, N190 1.592
188 C 0.518 0.960 1.708  C187 1.513, H204 1.087, H205 1.087, H206 1.056
189 C -1.778 0.997 2.347  C187 1.464, H207 1.095, H208 1.059, H209 1.127
190 N -1.268 -0.615 0.702  C182 1.413, C187 1.592, O191 1.417
191 O -0.705 -1.518 1.639  N190 1.417, H210 0.990
192 H -1.379 -3.120 -0.248  C181 1.050
193 H -2.758 -2.225 -0.830  C181 1.119
194 H -1.374 -2.698 -1.905  C181 1.098
195 H 1.166 -0.556 -0.040  C183 1.057
196 H 0.919 -2.257 0.008  C183 1.088
197 H 0.985 -1.561 -1.559  C183 1.108
198 H -0.836 -0.327 -2.619  C184 1.063
199 H -2.221 0.156 -1.740  C184 1.101
200 H 0.512 1.317 -1.112  C185 1.046
201 H -0.641 2.085 -1.991  C185 1.043
202 H -2.367 1.817 -0.010  C186 1.105
203 H -0.998 2.844 0.308  C186 1.084
204 H 0.668 0.035 2.259  C188 1.087
205 H 0.723 1.842 2.307  C188 1.087
206 H 1.222 1.015 0.922  C188 1.056
207 H -2.818 0.678 2.224  C189 1.095
208 H -1.665 2.015 2.617  C189 1.059
209 H -1.323 0.450 3.222  C189 1.127
210 H -1.423 -1.762 2.275  O191 0.990
211 C -1.821 5.379 -7.194  C212 1.527, H222 1.121, H223 1.085, H224 1.082
212 C -0.478 4.952 -6.606  C211 1.527, C213 1.520, C214 1.522, N220 1.510
213 C 0.631 5.148 -7.626  C212 1.520, H225 1.095, H226 1.091, H227 1.094
214 C -0.142 5.727 -5.341  C212 1.522, C215 1.560, H228 1.065, H229 1.063
215 C 0.998 4.984 -4.579  C214 1.560, C216 1.505, H230 1.080, H231 1.124
216 C 0.455 3.615 -4.268  C215 1.505, C217 1.537, H232 1.084, H233 1.139
217 C 0.101 2.732 -5.475  C216 1.537, C218 1.584, C219 1.469, N220 1.449
218 C 1.428 2.216 -6.170  C217 1.584, H234 1.093, H235 1.064, H236 1.069
219 C -0.611 1.545 -4.984  C217 1.469, H237 1.098, H238 1.024, H239 1.072
220 N -0.783 3.499 -6.328  C212 1.510, C217 1.449, O221 1.402
221 O -0.957 2.689 -7.459  N220 1.402, H240 0.997
222 H -1.848 6.449 -7.527  C211 1.121
223 H -2.125 4.712 -7.993  C211 1.085
224 H -2.633 5.212 -6.500  C211 1.082
225 H 1.633 5.007 -7.208  C213 1.095
226 H 0.383 4.503 -8.471  C213 1.091
227 H 0.460 6.190 -7.916  C213 1.094
228 H 0.114 6.733 -5.583  C214 1.065
229 H -0.904 5.866 -4.613  C214 1.063
230 H 1.938 4.890 -5.103  C215 1.080
231 H 1.174 5.494 -3.592  C215 1.124
232 H -0.507 3.659 -3.770  C216 1.084
233 H 1.080 3.036 -3.511  C216 1.139
234 H 1.961 1.554 -5.482  C218 1.093
235 H 2.094 3.008 -6.415  C218 1.064
236 H 1.246 1.610 -7.032  C218 1.069
237 H -1.659 1.660 -4.677  C219 1.098
238 H -0.062 1.426 -4.127  C219 1.024
239 H -0.600 0.674 -5.608  C219 1.072
240 H -1.911 2.408 -7.526  O221 0.997
241 C -1.111 1.469 6.128  C242 1.507, H252 1.090, H253 1.062, H254 1.119
242 C -2.337 1.778 6.946  C241 1.507, C243 1.529, C244 1.535, N250 1.542
243 C -2.755 0.595 7.819  C242 1.529, H255 1.112, H256 1.093, H257 1.080
244 C -2.163 2.991 7.871  C242 1.535, C245 1.569, H258 1.090, H259 1.076
245 C -2.315 4.406 7.209  C244 1.569, C246 1.524, H260 1.086, H261 1.060
246 C -3.625 4.536 6.441  C245 1.524, C247 1.609, H262 1.085, H263 1.109
247 C -3.826 3.346 5.377  C246 1.609, C248 1.517, C249 1.517, N250 1.470
248 C -5.329 3.335 5.170  C247 1.517, H264 1.070, H265 1.076, H266 1.095
249 C -3.019 3.573 4.113  C247 1.517, H267 1.079, H268 1.130, H269 1.135
250 N -3.629 2.131 6.181  C242 1.542, C247 1.470, O251 1.424
251 O -3.868 1.082 5.248  N250 1.424, H270 0.970
252 H -0.843 2.236 5.401  C241 1.090
253 H -0.232 1.275 6.691  C241 1.062
254 H -1.298 0.567 5.493  C241 1.119
255 H -3.686 0.849 8.372  C243 1.112
256 H -2.985 -0.332 7.288  C243 1.093
257 H -1.973 0.319 8.510  C243 1.080
258 H -2.901 2.885 8.665  C244 1.090
259 H -1.226 3.026 8.398  C244 1.076
260 H -2.105 5.098 8.020  C245 1.086
261 H -1.468 4.406 6.571  C245 1.060
262 H -3.884 5.513 6.046  C246 1.085
263 H -4.418 4.535 7.217  C246 1.109
264 H -5.712 3.034 6.123  C248 1.070
265 H -5.607 2.630 4.406  C248 1.076
266 H -5.612 4.303 4.746  C248 1.095
267 H -3.370 4.512 3.714  C249 1.079
268 H -3.129 2.751 3.345  C249 1.130
269 H -1.920 3.634 4.391  C249 1.135
270 H -4.755 0.935 5.612  O251 0.970
271 C -5.395 -7.974 -1.554  C272 1.517, H282 1.064, H283 1.146, H284 1.104
272 C -4.497 -6.976 -2.261  C271 1.517, C273 1.523, C274 1.570, N280 1.532
273 C -5.193 -5.669 -2.620  C272 1.523, H285 1.112, H286 1.110, H287 1.119
274 C -3.187 -6.732 -1.430  C272 1.570, C275 1.468, H288 1.082, H289 1.118
275 C -2.116 -6.049 -2.167  C274 1.468, C276 1.579, H290 1.092, H291 1.103
276 C -1.745 -6.877 -3.459  C275 1.579, C277 1.559, H292 1.085, H293 1.141
277 C -2.971 -7.234 -4.353  C276 1.559, C278 1.586, C279 1.506, N280 1.466
278 C -3.363 -5.965 -5.220  C277 1.586, H294 1.100, H295 1.068, H296 1.105
279 C -2.500 -8.401 -5.180  C277 1.506, H297 1.082, H298 1.087, H299 1.128
280 N -4.042 -7.756 -3.498  C272 1.532, C277 1.466, O281 1.418
281 O -5.201 -8.109 -4.235  N280 1.418, H300 0.994
282 H -5.536 -7.590 -0.572  C271 1.064
283 H -6.295 -8.254 -2.205  C271 1.146
284 H -4.773 -8.885 -1.568  C271 1.104
285 H -6.088 -5.818 -3.263  C273 1.112
286 H -5.515 -5.153 -1.691  C273 1.110
287 H -4.507 -4.984 -3.179  C273 1.119
288 H -3.511 -6.250 -0.517  C274 1.082
289 H -2.817 -7.726 -1.077  C274 1.118
290 H -2.471 -5.051 -2.428  C275 1.092
291 H -1.269 -5.908 -1.474  C275 1.103
292 H -1.268 -7.768 -3.064  C276 1.085
293 H -0.976 -6.395 -4.151  C276 1.141
294 H -2.916 -5.061 -4.781  C278 1.100
295 H -4.417 -5.789 -5.234  C278 1.068
296 H -2.901 -5.989 -6.224  C278 1.105
297 H -1.654 -8.072 -5.770  C279 1.082
298 H -3.272 -8.814 -5.823  C279 1.087
299 H -2.093 -9.246 -4.554  C279 1.128
300 H -5.468 -7.293 -4.735  O281 0.994

## Properties
Energy above the lowest of the compared OMol25 structures with the same formula, charge and spin in eV: 3.396
Max |F| in eV/A: 3.2
SMILES string: CC1(C)CCCC(C)(C)N1O.CC1(C)CCCC(C)(C)N1O.CC1(C)CCCC(C)(C)N1O.CC1(C)CCCC(C)(C)N1O.CC1(C)CCCC(C)(C)N1O.CC1(C)CCCC(C)(C)N1O.CC1(C)CCCC(C)(C)N1O.CC1(C)CCCC(C)(C)N1O.CC1(C)CCCC(C)(C)N1O.CC1(C)CCCC(C)(C)N1O